Here is a molecular structure, C25H36GdNO2 from the OMol25 dataset. Energies are from ωB97M-V/def2-TZVPD.

Structure (XYZ):
```
65
Properties=species:S:1:pos:R:3:forces:R:3
O -0.1636 -0.4968 -3.4026 -0.02 1.01 -3.16
C -0.0859 0.7523 -4.2774 0.23 1.00 0.61
C -0.1427 0.0353 -5.6029 0.21 -0.23 1.05
H 0.8842 1.2446 -4.1119 -0.54 -0.11 0.21
H -0.9211 1.4736 -4.1662 0.46 -0.56 0.52
C -0.0144 -1.2006 -4.6984 -0.14 -1.51 -1.13
H 0.7101 0.2126 -6.2610 -0.36 0.04 -0.07
H -1.1313 0.1224 -6.0708 0.53 -0.10 -0.18
C 1.3272 -1.9154 -4.8540 0.06 0.00 0.14
H 2.1800 -1.2481 -4.6521 -0.31 -0.13 -0.11
H 1.3979 -2.2907 -5.8930 0.05 0.18 0.50
H 1.4077 -2.7750 -4.1737 -0.08 0.20 -0.12
C -1.1645 -2.1347 -5.0423 0.06 -0.21 0.51
H -2.1076 -1.5776 -4.9429 0.17 -0.37 0.00
H -1.1624 -3.0222 -4.3944 -0.19 0.15 -0.16
H -1.0354 -2.4498 -6.0932 -0.14 0.08 0.45
Gd -0.4439 -0.6552 1.3945 1.02 1.03 1.37
C -2.3949 -1.0978 3.0011 -0.76 0.54 -0.23
C -2.3538 0.3248 2.9209 -0.88 -0.21 -0.34
C -2.6928 0.7170 1.5941 -0.18 -0.77 0.22
H -2.1778 1.0099 3.7446 0.22 -0.25 -0.31
C -2.9739 -0.4806 0.8471 0.02 0.11 0.55
C -2.7889 -1.5980 1.7230 -0.44 0.47 -0.09
H -2.9656 -2.6490 1.4710 0.14 0.56 0.07
H -2.2421 -1.6905 3.9026 0.02 0.25 -0.44
H -2.7536 1.7419 1.2267 -0.01 -0.36 0.12
H -3.3250 -0.5310 -0.1838 0.21 0.01 0.28
C 0.7577 -2.3322 3.0105 0.35 -0.71 -0.49
C -0.2032 -3.0727 2.2566 1.06 -0.12 0.17
C 0.2334 -3.1094 0.8953 0.20 0.04 0.30
H -1.0795 -3.5654 2.6696 0.28 0.12 -0.18
C 1.4705 -2.3950 0.8130 0.09 0.31 0.63
C 1.7822 -1.8899 2.1205 -0.31 -0.86 -0.47
H 2.6527 -1.2907 2.3990 -0.40 -0.26 -0.12
H 0.7798 -2.2190 4.0976 -0.11 0.16 -0.69
H -0.2411 -3.6742 0.0903 0.12 0.33 0.25
H 2.0895 -2.2704 -0.0797 -0.31 -0.03 0.32
O 1.7232 2.1610 -2.2581 -1.06 -0.22 0.81
C 1.0602 1.2115 -1.3506 0.48 0.77 0.68
C -0.4402 1.5343 -1.4066 0.34 -0.54 -0.97
H 1.4348 1.3660 -0.3231 0.00 0.07 -0.99
H 1.2735 0.1550 -1.5901 0.08 0.64 -0.56
C -0.5259 2.9990 -1.8653 0.53 0.23 0.00
H -0.9885 1.2780 -0.4869 0.10 0.45 -0.04
H -0.8298 0.8881 -2.1882 -0.42 0.14 0.49
C 0.9467 3.3947 -2.2371 -0.14 -0.49 0.23
H -0.8917 3.6181 -1.0519 -0.02 0.26 -0.02
H -1.1840 3.1448 -2.7302 0.03 -0.19 0.31
H 1.3177 4.0967 -1.4625 0.14 -0.43 -0.40
H 1.0523 3.8769 -3.2369 -0.11 -0.44 0.72
C 1.9429 1.8024 1.7706 -0.07 0.03 0.03
C 1.4304 1.5539 3.1409 0.23 0.23 1.49
C 1.9165 2.1301 4.3244 -0.13 -0.29 -0.90
C 1.2308 1.5176 5.3832 -0.89 -1.07 -0.75
C 0.3468 0.5741 4.8131 1.28 1.32 -0.36
C -0.5228 -0.3405 5.5754 -0.27 -0.35 0.36
N 0.4612 0.6165 3.4334 0.23 -0.03 -0.49
H 2.7878 2.5061 1.7864 -0.28 -0.19 0.05
H 1.1680 2.2568 1.1245 0.31 -0.17 0.22
H 2.3375 0.8601 1.3379 -0.23 0.37 -0.12
H 2.7141 2.8613 4.3808 -0.14 -0.03 -0.01
H 1.3436 1.6776 6.4369 0.08 0.08 0.27
H -0.5180 -1.3490 5.1467 -0.26 0.23 0.22
H -0.1435 -0.4186 6.5992 -0.04 0.00 -0.12
H -1.5512 0.0249 5.6562 -0.09 -0.22 -0.08
```
Positions in Å, forces in eV/Å.

Multiplicity: 8
Total energy (hartree): -1944.95827
HOMO (alpha / beta) (eV): -6.52 / -6.52
Energy above the lowest of the compared OMol25 structures with the same formula, charge and spin (kJ/mol): 178.69
Orbital gap (alpha / beta) (eV): 4.70 / 6.78
E_LUMO (alpha / beta) (eV): -1.817 / 0.266

Löwdin charges, unit e, in atom order: -0.1142 -0.1356 -0.0888 0.1227 0.1227 -0.5762 0.1211 0.1163 -0.0209 0.0925 0.0950 0.0858 -0.0324 0.0903 0.0862 0.0976 1.6269 -0.2211 -0.1961 -0.2084 0.1058 -0.2147 -0.2294 0.1126 0.1043 0.1044 0.1055 -0.1954 -0.2285 -0.2181 0.1065 -0.2109 -0.1976 0.1128 0.1011 0.1068 0.1024 -0.1632 -0.1929 -0.1719 0.0457 0.1177 -0.1363 0.0665 0.0690 -0.1586 0.1024 0.0985 0.1164 0.1239 -0.0796 -0.4039 -0.0886 -0.0803 -0.3807 -0.0736 -0.0335 0.0967 0.0654 0.0644 0.0875 0.0831 0.0403 0.0832 0.0712